Record 1
The following is a quantum chemistry calculation of a structure of composition C31H26AsBrN3OsS3, from OMol25.

Last column: natural (NBO) charge in e.
Positions of all 66 atoms, in Å:
C -3.66349 0.79751 0.67225  -0.209
C 0.47239 3.76648 -1.47885  -0.242
N 1.40279 -0.04332 -2.23578  -0.530
H 0.96688 3.07937 0.48720  0.245
C 0.68606 -0.70988 -3.21509  0.103
C 0.39901 2.88964 -0.41665  -0.122
C -5.22201 -0.06599 2.29087  -0.139
C -2.86937 -0.13705 2.77561  -0.147
H -2.05733 -0.38391 3.45089  0.226
C -4.96780 0.53439 1.06351  -0.172
H -6.24276 -0.26416 2.58947  0.256
H 4.56349 -3.61824 -1.62980  0.270
H -0.24196 4.23331 -3.44564  0.247
C 0.10858 1.61771 2.55360  -0.440
H 0.72637 -0.82796 -5.40594  0.287
C 0.36629 3.11216 4.39469  -0.159
H -2.00816 -3.71611 0.61599  0.273
C -1.13554 2.42565 -2.71231  -0.237
C -1.21757 -2.38965 -3.37304  -0.378
S 2.43064 0.63692 -4.42762  0.644
C -1.97552 -2.64132 0.43533  -0.676
C 2.20306 -4.33116 0.68654  -0.242
H -3.47855 1.29702 -0.26882  0.228
S 2.11043 0.07180 1.50523  0.337
H 2.83207 2.13051 -1.21024  0.250
H 3.31577 1.58254 3.66833  0.253
H -5.78788 0.81256 0.41552  0.252
As -0.79905 0.75805 1.12511  1.450
H 0.71264 -2.92168 1.28386  0.220
H -1.87576 0.68729 -1.72064  0.235
H -1.27013 -2.58782 -4.43179  0.285
C 2.99787 -2.32908 -0.97724  0.051
C -0.38229 -1.55677 -2.71279  0.067
N -0.56333 -1.53230 -1.33174  -0.498
H 1.86551 -5.09497 1.37263  0.270
H 1.10496 4.64223 -1.42025  0.261
C -4.17809 -0.39564 3.14839  -0.201
C 1.71207 2.78216 4.46579  -0.142
Os 0.85280 -0.30432 -0.23620  0.542
H 4.01676 0.83515 -1.38767  0.256
H -4.38467 -0.84509 4.11020  0.255
H 2.33625 3.23581 5.22390  0.260
C 1.45680 1.28327 2.62287  -0.149
H -0.05313 3.81930 5.09725  0.260
C 3.30402 -4.54164 -0.13952  -0.030
C -0.45538 2.52488 3.43430  -0.161
C -2.62524 0.45208 1.53343  -0.426
C 1.11083 -0.44796 -4.47284  -0.391
C -1.51780 -2.36576 -0.95682  0.098
C 3.70533 -3.50901 -0.98203  -0.239
Br 4.22394 -6.15120 -0.10550  0.245
C -1.21747 1.54464 -1.65526  -0.145
S -2.24306 -3.17991 -2.26602  0.620
H -2.98167 -2.24971 0.59235  0.270
C 3.34731 1.50229 -1.93527  -0.677
C -0.29207 3.53259 -2.62128  -0.019
H 3.95605 2.13386 -2.57918  0.273
H -1.50976 2.76874 3.39002  0.249
C -0.43695 1.75425 -0.49480  -0.473
N 1.92168 -2.12669 -0.19299  -0.462
H 3.30295 -1.51443 -1.61564  0.213
H -1.73552 2.26995 -3.59885  0.255
C 2.36716 0.71811 -2.73584  0.096
H -1.31153 -2.18215 1.16254  0.225
C 1.55100 -3.12165 0.63417  0.067
C 2.27106 1.85432 3.58808  -0.192

M in u: 881.83
Gap between HOMO and LUMO in eV: 6.62
E_tot in Ha: -7455.3252
Net charge: +3

=====

Record 2
The following is a quantum chemistry calculation of a structure of composition C31H26F4IN2PPbS5, from OMol25.

Last column: natural (NBO) charge in e.
Positions of all 71 atoms, in Å:
H 0.14878 -3.38832 2.20959  0.192
H -1.72298 -3.92887 0.55815  0.193
S -1.71261 -0.59047 -2.70939  0.097
C 2.05368 -0.06124 5.30665  -0.210
H 3.34846 4.22253 -2.06310  0.221
P 2.23935 0.98962 1.37375  0.870
C 4.80922 1.69991 2.20701  -0.127
C -2.98557 0.34060 3.21207  0.257
H 6.52863 -1.30068 0.49393  0.220
S -2.64598 3.58532 -2.69716  0.512
C -0.93017 -1.54716 2.39732  -0.251
F -3.72789 3.52873 0.78045  -0.316
C 0.14384 1.32983 4.90493  -0.145
C 1.37040 3.74042 1.21468  -0.226
C 6.04845 -0.46077 0.97872  -0.212
C -4.18297 2.82594 -2.98540  -0.583
C -2.53004 1.59206 1.28477  0.227
H 7.87295 0.33518 1.76881  0.217
C 6.17871 1.53989 2.30782  -0.231
C 2.03764 5.14006 -0.62869  -0.200
F -4.65570 1.05374 4.67222  -0.313
C 0.84901 -3.56274 -0.23481  -0.416
H 1.86287 -3.24998 0.00676  0.218
C 0.54641 1.50638 3.58946  -0.218
S -0.06447 2.26969 -2.27996  0.174
Pb 0.22663 -0.19016 -0.56042  1.132
S -5.56625 3.64018 -3.17997  0.081
C 0.89607 0.54787 5.76832  -0.218
C 0.11989 -2.40324 1.72224  -0.217
H -2.18904 -2.24102 0.22361  0.231
C 4.66970 -0.30259 0.87733  -0.189
F -2.80544 -0.66633 4.10192  -0.331
C -1.47579 -3.02829 -0.01745  -0.431
C -1.64899 2.15705 -2.64825  -0.424
H 0.57411 0.40376 6.79131  0.219
H -0.77390 1.79076 5.24640  0.215
C 2.46640 0.12750 3.99650  -0.210
H 0.73335 5.76601 0.95345  0.219
H -0.09598 2.06628 2.92623  0.221
H 3.42160 2.06597 -0.89884  0.237
C 1.72678 0.92953 3.12330  -0.349
C 2.13170 2.68999 0.71246  -0.270
C -3.51195 2.49198 1.61096  0.361
H 1.11304 -1.95651 1.83851  0.203
C 1.32771 4.95839 0.54626  -0.201
H 4.32544 2.54372 2.68535  0.212
C -4.27392 2.35390 2.75508  -0.414
C 2.79408 4.09463 -1.14240  -0.193
C 4.04634 0.77609 1.48893  -0.374
H 4.08245 -1.01310 0.30972  0.237
H -0.55978 -1.33155 3.40750  0.205
H 0.76974 -3.63949 -1.31733  0.220
F -1.83253 1.80225 0.13799  -0.332
H -1.55183 -3.26589 -1.07793  0.212
N -0.11320 -2.58202 0.27834  -0.507
H 1.99962 6.08986 -1.14580  0.218
H 0.81992 3.63856 2.13707  0.220
C -3.97138 1.25471 3.53257  0.348
H -5.04705 3.05601 3.02346  0.247
S -4.08820 1.08421 -3.03867  0.506
H 2.64372 -0.68262 5.96791  0.218
H 3.37794 -0.34814 3.65732  0.225
H -1.83440 -2.15090 2.53108  0.185
I 2.43087 -1.01376 -2.22946  -0.568
C -2.37471 0.90481 -2.81936  -0.401
C 6.80022 0.45696 1.69161  -0.190
C 2.83588 2.87903 -0.48263  -0.241
H 0.66026 -4.54620 0.21440  0.183
C -2.18306 0.45182 2.04559  0.098
N -1.18106 -0.34727 1.61894  -0.761
H 6.76585 2.25827 2.86511  0.218

M in u: 1027.97
Gap between HOMO and LUMO in eV: 4.42
E_tot in Ha: -4528.7056
Net charge: 0

=====

Record 3
The following is a quantum chemistry calculation of a structure of composition C31H26GeN4O5S2V, from OMol25.

Last column: Löwdin spin population.
Positions of all 70 atoms, in Å:
C -2.63791 -3.62382 -0.89422  -0.008
S 0.76718 -0.91280 2.53879  -0.084
C 2.92440 -3.03499 -0.05882  -0.005
C -2.17817 -3.26519 -3.60015  0.000
O -0.41846 1.86470 0.34491  0.013
C 1.87355 -0.38864 -3.00062  0.001
H 3.06813 -5.28448 -3.17349  0.000
H 5.16449 -4.56794 -2.07712  0.000
H -1.12386 4.41472 -0.22084  0.000
C -2.91515 0.35388 -3.98962  0.000
H -1.99005 -3.12660 -4.65742  0.000
C 4.20961 -4.24412 -1.68733  -0.004
N -0.18357 -0.22081 -1.56293  -0.006
C -1.52658 -0.03211 -1.80353  0.003
C -1.79718 -4.21077 3.56345  0.000
C 0.40465 -4.87524 2.01536  -0.006
H 0.54704 4.04963 -0.63186  0.000
C -0.96514 -5.25133 3.95473  -0.002
Ge 0.00970 -2.79750 0.02515  -0.153
O -2.76533 0.50557 -5.17675  0.000
N 3.29613 -1.36402 5.26492  -0.008
H -4.62426 -4.18664 -1.46135  0.000
N 5.70462 0.50674 2.02501  -0.010
C -3.65363 -3.86183 -1.81011  0.000
C 4.69986 0.11843 2.42431  -0.003
H -0.36769 1.94325 2.88316  0.000
H -3.99012 0.18824 -2.40806  0.000
C -0.41925 -3.82776 1.61178  -0.022
H -0.32144 0.19952 -4.68866  0.000
C 0.13412 -5.58322 3.17944  -0.001
H 0.17702 5.02511 0.82139  0.000
O -4.08506 0.35890 -3.38026  0.000
H -2.17264 -2.67968 2.12269  0.000
H 2.25992 0.31490 -3.73556  0.000
C -0.15154 2.91879 2.44708  0.001
C 2.34294 -0.28478 2.08400  0.020
C -1.17359 -3.02196 -2.67663  -0.007
V 0.03687 -0.19340 0.52583  1.389
C 0.43548 -0.14216 -2.73015  0.002
H -4.22233 -3.85757 -3.87821  0.000
H 2.90781 -2.43200 0.83790  0.000
O -3.68478 -0.04722 -0.87956  -0.003
C -0.25198 2.90886 0.96399  0.003
H -0.20566 -2.70266 -3.04451  0.000
C -1.37713 -3.18996 -1.30470  -0.026
C -2.48622 -0.17335 -0.68704  0.002
H -0.81129 3.69031 2.84847  0.000
H 1.27085 -5.14506 1.42240  0.000
C -1.72294 0.17970 -3.12596  -0.001
H 0.87082 3.21722 2.70412  0.000
C 3.35873 -0.92972 4.20380  -0.003
C -3.42947 -3.67855 -3.16509  -0.007
C 3.43294 -0.36941 2.88689  -0.020
C 3.03332 -4.64025 -2.30480  -0.001
C -0.14106 4.19168 0.20005  0.000
C 4.15209 -3.44978 -0.55125  0.000
S 2.34102 0.40141 0.48149  -0.024
H -2.84295 -3.77810 0.15804  0.000
H -1.17129 -5.79829 4.86519  0.000
H 0.78688 -6.39123 3.48264  0.000
H 5.06204 -3.15184 -0.04750  0.000
C -1.52272 -3.50329 2.40401  -0.002
H 2.00187 -1.40475 -3.38129  0.000
C 1.80642 -4.22142 -1.80576  -0.009
H 2.45418 -0.31239 -2.08426  0.000
N -0.47616 0.11044 -3.69418  0.001
C 1.72876 -3.38974 -0.68633  -0.030
H -2.65446 -3.94754 4.16758  0.000
H 0.90384 -4.56527 -2.29357  -0.001
O -1.92276 -0.45048 0.45976  0.011

M in u: 722.26
Gap between HOMO and LUMO (spin up / spin down) in eV: 7.14 / 7.51
E_tot in Ha: -5609.5542
<S²>: 1.047
Multiplicity: 2
Net charge: 0

=====

- The lowest E_tot belongs to which entry?
  C31H26AsBrN3OsS3

=====

- The lowest M belongs to which entry?
  C31H26GeN4O5S2V